{"formula": "C3H4CuO", "method": "wB97M-V/def2-TZVPD", "multiplicity": 2, "homo_energy_ev": [-7.86, -8.53], "e_lumo_ev": [-1.1, -1.1], "max_force_ev_per_a": 4.458, "homo_lumo_gap_ha": [0.249, 0.274], "relative_energy_kcal_mol": 44.3, "elements": ["C", "C", "C", "H", "H", "H", "H", "O", "Cu"], "xyz": [[-0.092, 0.232, -0.847], [-0.045, -0.824, 0.280], [1.105, 0.029, -0.140], [-0.307, -0.053, -1.887], [0.286, -1.863, 0.416], [-0.843, -1.065, 0.996], [1.996, 0.638, 0.014], [-0.735, 1.750, -0.348], [-1.364, 1.157, 1.516]], "atomic_forces_ev_per_a": [[-1.4, 1.6, 0.2], [1.0, -0.5, 0.5], [-0.4, 1.1, 0.6], [0.0, 0.7, 0.5], [0.3, -0.5, -1.9], [-0.5, 2.1, 1.0], [-0.3, -0.5, 0.5], [0.6, -4.4, 0.4], [0.7, 0.5, -1.8]], "lowdin_charge": [-0.2940, -0.2010, -0.0299, 0.1203, 0.0905, 0.0627, 0.1006, -0.4093, 0.5601]}